A molecular structure, C37H36CsI2N11O4Se2 at a distorted geometry, computed with wB97M-V/def2-TZVPD.

Structure (ORCA input):
```
! RIJCOSX wB97M-V def2-TZVPD def2/J DEFGRID3
* xyz 0 1
Cs -0.28703 0.52587 0.58501
C -3.32811 0.91155 -2.55353
O -2.45057 -0.06487 -1.95258
C -1.49989 -0.29962 -2.88981
N -1.48620 0.40572 -3.94066
C -2.52170 1.43005 -3.76271
C -1.89294 2.79098 -3.53934
C -2.59699 3.93539 -3.90488
C -2.04896 5.19458 -3.71294
C -0.78068 5.31893 -3.15749
C -0.07872 4.18402 -2.77139
C -0.63557 2.92381 -2.95908
C -0.48204 -1.32055 -2.55246
C 0.50568 -1.64378 -3.47639
C 1.49045 -2.53029 -3.09022
C 1.47704 -3.03346 -1.79740
C 0.45591 -2.63266 -0.94983
N -0.52630 -1.81550 -1.32339
C 0.46563 -3.02286 0.47916
N -0.11998 -2.39535 1.41003
C 0.30488 -3.01459 2.67725
C 1.03078 -4.29378 2.21809
O 1.23981 -4.08716 0.80084
C -0.85892 -3.26913 3.60068
C -2.02585 -3.85071 3.11345
C -3.10572 -4.07320 3.95327
C -3.02872 -3.71978 5.29483
C -1.86472 -3.15268 5.78942
C -0.78536 -2.92822 4.94425
H -3.54955 1.66924 -1.80772
H -4.24463 0.39988 -2.85100
H -3.15129 1.47868 -4.65184
H -3.57458 3.83883 -4.36502
H -2.59892 6.07441 -4.02370
H -0.33108 6.30005 -3.04888
H 0.92123 4.25233 -2.35606
H -0.05444 2.05037 -2.68079
H 0.48837 -1.18176 -4.45260
H 2.27828 -2.80835 -3.77735
H 2.24400 -3.70543 -1.43986
H 1.00941 -2.32642 3.15428
H 0.41410 -5.18593 2.33799
H 1.99812 -4.44186 2.69230
H -2.09054 -4.11542 2.06335
H -4.01135 -4.52141 3.56302
H -3.87364 -3.88797 5.94983
H -1.79595 -2.87968 6.83489
H 0.12222 -2.47700 5.32740
N 3.01094 3.03705 -2.10046
C 3.44215 2.31362 -0.90650
C 2.40045 1.27255 -0.48459
O 1.63640 0.82921 -1.38722
O 2.37996 0.93242 0.71685
H 2.53117 2.36628 -2.69440
H 3.80379 3.40112 -2.61303
H 3.60133 2.99514 -0.06999
H 4.37791 1.75541 -1.05242
Se 1.92850 -0.08325 5.13975
Se 3.96030 0.68657 4.42804
C 4.20532 -0.28412 2.77910
C 5.15042 0.24954 1.90838
C 5.40902 -0.43156 0.73738
C 4.70692 -1.60009 0.47502
C 3.79395 -2.03902 1.41479
N 3.55039 -1.40605 2.56470
C 0.70800 1.33392 4.64808
C -0.51028 1.32016 5.32948
C -1.43731 2.29710 5.02571
C -1.12398 3.23943 4.05640
C 0.11820 3.16911 3.45155
N 1.03035 2.23524 3.73927
H 5.64322 1.18561 2.13653
H 6.13352 -0.04856 0.02983
H 4.86193 -2.15930 -0.43767
H 3.23595 -2.95404 1.24520
H -0.71242 0.56789 6.08171
H -2.39121 2.32566 5.53865
H -1.82197 4.01670 3.77738
H 0.40003 3.89478 2.69626
I -5.37765 -0.50922 0.36890
C -3.65795 -1.20222 1.39978
I -3.13831 -0.06971 3.10940
H -2.81853 -1.19724 0.71192
H -3.87137 -2.20804 1.73630
N -1.88526 5.90912 0.05132
N -2.60901 4.72953 0.14539
N -3.91497 4.69163 0.05962
C -4.14134 3.40110 0.29047
N -3.01284 2.71756 0.50190
N -2.03450 3.59522 0.41270
H -2.46970 6.54610 -0.47968
H -1.06591 5.69016 -0.50934
H -5.12349 2.96205 0.30695
*
```

Results
LUMO level: 0.0668 eV
Energy: -210976.3746 eV
HOMO-LUMO gap: 0.29922 hartree
Molar mass: 1243.40 u
Highest occupied orbital energy: -8.0754 eV
Energy above the lowest of the compared OMol25 structures with the same formula, charge and spin: 0.899 eV
Largest force on an atom: 1.23 eV/A

Population analysis type Mulliken, resulting atomic charges in e:
1. Cs 1.064
2. C -0.102
3. O -0.017
4. C 0.032
5. N -0.628
6. C 0.183
7. C -0.184
8. C -0.596
9. C -0.553
10. C -0.841
11. C -0.683
12. C 0.254
13. C 0.569
14. C -0.640
15. C -0.735
16. C -0.757
17. C 0.278
18. N -0.237
19. C -0.148
20. N 0.171
21. C 1.279
22. C -0.652
23. O -0.484
24. C -0.164
25. C -0.580
26. C -0.537
27. C -0.486
28. C -0.762
29. C -0.295
30. H -0.249
31. H 0.303
32. H 0.676
33. H 0.392
34. H 0.416
35. H 0.461
36. H 0.626
37. H 0.445
38. H 0.498
39. H 0.431
40. H 0.579
41. H -0.228
42. H 0.400
43. H 0.312
44. H 0.451
45. H 0.427
46. H 0.396
47. H 0.424
48. H 0.508
49. N -0.469
50. C -0.695
51. C 0.304
52. O -0.446
53. O -0.643
54. H 0.164
55. H 0.214
56. H 0.284
57. H 0.243
58. Se -0.070
59. Se -0.105
60. C 0.415
61. C -0.507
62. C -0.391
63. C -0.823
64. C -0.048
65. N -0.275
66. C 0.471
67. C -0.403
68. C -0.795
69. C -0.192
70. C -0.602
71. N -0.078
72. H 0.301
73. H 0.448
74. H 0.396
75. H 0.436
76. H 0.371
77. H 0.511
78. H 0.433
79. H 0.393
80. I -0.031
81. C -0.128
82. I 0.220
83. H -0.410
84. H 0.450
85. N -0.748
86. N 1.287
87. N -1.066
88. C -0.250
89. N -0.112
90. N -0.118
91. H 0.348
92. H 0.277
93. H 0.417